No. 1
Below is 2 unconnected molecules or ions with the total composition C4H6Cl3O3P in a non-equilibrium geometry, with properties calculated with ωB97M-V/def2-TZVPD.

```
17
Properties=species:S:1:pos:R:3:lowdin_charge:R:1
C 0.36279 0.09313 -2.30325 -0.133
C 1.07729 -0.44216 -1.04513 -0.197
C -0.72656 -0.02690 2.68715 -0.900
C 0.26048 -1.07922 0.05505 -0.682
O 0.58596 -1.77194 0.99818 -0.076
O 1.92354 -0.32577 2.70386 -0.361
O 0.62375 -2.32221 3.59053 -0.376
P 0.66917 -1.02819 2.87317 0.246
Cl -4.12579 7.75020 -4.72285 -1.000
Cl -2.26816 -0.64176 3.04873 0.400
Cl -1.49789 -0.90507 -0.17521 0.704
H -0.71776 0.42057 -2.03870 0.052
H 0.35778 -0.66697 -3.09272 0.063
H 0.75601 1.00772 -2.83933 0.082
H 1.73835 -1.16869 -1.38889 0.093
H 1.72515 0.20709 -0.51696 0.115
H -0.74411 0.90019 2.16637 -0.029
```

Properties
LUMO (spin up / spin down) = 4.31 / 4.31 eV
HOMO level (spin up / spin down) = -1.32 / -1.32 eV
charge = -2
frontier orbital gap (spin up / spin down) = 0.2068 / 0.2068 Ha

No. 2
Below is 2 unconnected molecules or ions with the total composition C3H6S2 in a non-equilibrium geometry, with properties calculated with ωB97M-V/def2-TZVPD.

```
11
Properties=species:S:1:pos:R:3:lowdin_charge:R:1
C -1.15995 -0.81736 -0.49304 -0.768
C 0.39993 1.04420 0.39645 -0.264
C 0.17957 -0.20624 -0.41500 -0.907
S -2.43925 0.00476 0.05523 0.697
S 1.38419 -1.40561 0.12576 0.709
H -1.24474 -1.84072 -1.05179 0.090
H -0.16252 1.87514 -0.16966 0.093
H 1.44007 1.19522 0.42201 0.029
H 0.17929 0.97506 1.51769 0.099
H 0.35378 0.34800 -1.91063 0.260
H 1.06964 -1.17244 1.52297 -0.037
```

Properties
LUMO = -0.72 eV
HOMO level = -8.80 eV
frontier orbital gap = 0.2971 Ha

No. 3
Below is a molecular structure, C44H60CaClN3O8, with properties calculated with ωB97M-V/def2-TZVPD.

```
117
Properties=species:S:1:pos:R:3:lowdin_charge:R:1
Ca -0.57015 0.19502 0.77372 1.425
C 0.74834 2.88505 2.43892 -0.110
N 0.89435 2.34467 1.09201 -0.313
C 0.38000 3.30216 0.10495 -0.089
C 2.29842 1.99915 0.79289 -0.181
C 2.40504 0.72646 -0.03420 -0.190
N 1.77165 -0.46551 0.54719 -0.233
C 2.37703 -0.87356 1.81970 -0.113
C 1.53656 -1.68127 2.78106 -0.127
C 1.96834 -2.94933 3.14068 0.001
C 1.36023 -3.67906 4.14793 -0.181
C 0.32296 -3.04488 4.84049 -0.015
C -0.16492 -1.78857 4.51312 -0.092
C 0.39769 -1.10016 3.39183 -0.326
O -0.09707 0.02654 2.95231 -0.261
C -1.27646 -1.12164 5.33529 -0.526
C -2.53725 -0.88099 4.49137 -0.037
C -0.76500 0.22156 5.88168 -0.049
C -1.69577 -1.97236 6.53878 -0.084
C 1.74191 -5.12100 4.48261 -0.545
C 2.92940 -5.59907 3.64382 -0.076
C 0.55575 -6.04613 4.17173 -0.048
C 2.11220 -5.25403 5.96626 -0.060
C 1.85294 -1.51908 -0.47883 -0.134
C 1.31631 -2.87836 -0.11598 -0.132
C 2.12917 -3.98323 -0.29449 -0.009
C 1.69878 -5.27858 -0.02666 -0.197
C 0.38459 -5.41589 0.41784 -0.004
C -0.48685 -4.34714 0.59321 -0.078
C -0.02767 -3.02601 0.31538 -0.326
O -0.78544 -1.97864 0.47146 -0.260
C -1.92759 -4.57396 1.06027 -0.520
C -2.91019 -4.12892 -0.03409 -0.044
C -2.20397 -3.78030 2.34131 -0.038
C -2.21584 -6.04774 1.36471 -0.075
C 2.60748 -6.46972 -0.32525 -0.557
C 2.76854 -6.60043 -1.84897 -0.055
C 2.03260 -7.78263 0.20965 -0.067
C 3.99600 -6.27840 0.30006 -0.055
H 1.31883 3.82176 2.55549 0.085
H 1.07735 2.14990 3.17012 0.069
H -0.30554 3.09195 2.63100 0.083
H 0.90330 4.26806 0.18645 0.089
H -0.68533 3.45933 0.27392 0.069
H 0.54362 2.92204 -0.90446 0.074
H 2.84786 1.92691 1.73336 0.102
H 2.77017 2.79281 0.20109 0.121
H 3.45743 0.53765 -0.30607 0.132
H 1.91423 0.92168 -0.99325 0.084
H 2.66804 0.04111 2.33838 0.113
H 3.30530 -1.43259 1.61738 0.128
H 2.80022 -3.36483 2.58255 0.104
H -0.14139 -3.58159 5.65828 0.088
H -2.31956 -0.27079 3.61920 0.067
H -3.29386 -0.36700 5.09426 0.081
H -2.95858 -1.82891 4.15431 0.070
H -0.47954 0.87484 5.05926 0.068
H 0.10293 0.06131 6.52798 0.083
H -1.54788 0.71207 6.46976 0.075
H -2.11558 -2.93199 6.22689 0.079
H -2.46675 -1.43746 7.10002 0.075
H -0.85626 -2.16209 7.21317 0.079
H 2.68679 -5.55142 2.57854 0.049
H 3.16950 -6.63647 3.89484 0.084
H 3.81707 -4.98763 3.82293 0.090
H 0.29899 -5.97440 3.11227 0.059
H -0.32612 -5.76446 4.75107 0.080
H 0.80341 -7.08798 4.40500 0.080
H 2.95697 -4.60427 6.20621 0.084
H 2.38955 -6.28737 6.20008 0.073
H 1.27985 -4.97455 6.61399 0.070
H 2.90842 -1.64485 -0.77218 0.123
H 1.34354 -1.11967 -1.36027 0.097
H 3.14198 -3.81220 -0.65106 0.108
H 0.02316 -6.40866 0.64744 0.079
H -2.74082 -3.08858 -0.30590 0.077
H -3.93911 -4.22873 0.32626 0.079
H -2.80153 -4.76069 -0.92230 0.073
H -2.05316 -2.71955 2.17197 0.069
H -1.53452 -4.09446 3.14262 0.074
H -3.23848 -3.94518 2.66380 0.085
H -2.10012 -6.67765 0.47826 0.079
H -3.25023 -6.13986 1.70647 0.079
H -1.56598 -6.43479 2.15431 0.064
H 1.79495 -6.74246 -2.32265 0.086
H 3.41054 -7.45141 -2.10226 0.073
H 3.21066 -5.69622 -2.27064 0.079
H 1.07761 -8.02187 -0.26108 0.079
H 1.87989 -7.73444 1.29081 0.080
H 2.72627 -8.60117 -0.00291 0.078
H 4.46031 -5.35054 -0.03441 0.074
H 4.65487 -7.10541 0.01624 0.078
H 3.93250 -6.24943 1.39112 0.054
O -3.45182 0.02239 0.89762 -0.349
Cl -3.22509 1.33814 0.35256 0.626
O -4.43216 1.91407 -0.14815 -0.318
O -2.63609 2.17492 1.37921 -0.367
O -2.23506 1.20672 -0.71528 -0.436
O 2.21764 2.98556 -4.68784 -0.061
C 1.89209 2.19895 -3.77595 -0.660
O 2.06957 2.30284 -2.54905 -0.054
C 1.13736 0.92927 -4.26914 -0.160
C 1.11179 0.70430 -5.67673 -0.013
C 0.49085 -0.39445 -6.17296 -0.033
C -0.13749 -1.29778 -5.28140 -0.173
C -0.78898 -2.47616 -5.71179 -0.063
C -1.36381 -3.32333 -4.80601 -0.100
C -1.32071 -3.01762 -3.42986 -0.065
C -0.71170 -1.87574 -2.98871 0.005
C -0.08783 -0.98885 -3.90276 -0.198
N 0.55683 0.11900 -3.41852 0.180
H 1.60205 1.44041 -6.29644 0.101
H 0.46231 -0.59600 -7.23954 0.103
H -0.81768 -2.69504 -6.77444 0.099
H -1.85323 -4.23030 -5.14068 0.091
H -1.76693 -3.69090 -2.70768 0.085
H -0.67430 -1.65914 -1.92857 0.088
```

Properties
LUMO = 4.01 eV
HOMO level = -2.46 eV
charge = -2
frontier orbital gap = 0.2379 Ha

No. 4
Below is 5 unconnected molecules or ions with the total composition CH11O5 in a non-equilibrium geometry, with properties calculated with ωB97M-V/def2-TZVPD.

```
17
Properties=species:S:1:pos:R:3:lowdin_charge:R:1
C -2.43737 0.36749 1.62831 -0.218
O -1.30666 -0.15658 2.28271 -0.161
H -3.30851 0.34257 2.31015 0.064
H -2.74458 -0.18138 0.73369 0.066
H -2.24784 1.42792 1.38192 0.069
H 0.82261 -0.35241 -2.01229 0.002
H 0.32567 -1.34288 -3.10449 0.027
O 0.86255 -0.55687 -2.96438 -0.091
H -0.62733 -0.14325 1.56780 0.018
H 0.51248 -1.70635 0.38809 -0.079
O 0.66894 -0.75955 0.30948 -0.435
H 0.38413 1.75269 -3.59020 0.006
H 0.07884 2.35249 -2.25306 0.027
O -0.17265 2.41735 -3.17526 -0.074
H 2.14738 -0.54103 2.95845 -0.020
H 1.71912 -0.93679 1.51147 -0.041
O 2.20629 -1.26542 2.34821 -0.164
```

Properties
LUMO = 3.77 eV
HOMO level = -4.56 eV
charge = -1
frontier orbital gap = 0.3059 Ha

No. 5
Below is a molecular structure, C12H18AsF5IO3SSi in a non-equilibrium geometry, with properties calculated with ωB97M-V/def2-TZVPD.

```
42
Properties=species:S:1:pos:R:3:lowdin_charge:R:1
C 2.30013 -0.47049 2.61682 -0.173
Si 1.74501 -0.96020 0.89732 0.568
C 1.73932 -2.83005 0.80721 -0.174
C 0.03863 -0.29163 0.52598 -0.249
C -0.20681 1.10063 1.12687 -0.231
C -1.21044 1.90361 0.33128 -0.670
F -0.64692 2.16798 -0.90663 -0.002
F -1.36682 3.14398 0.91963 -0.046
As -3.09405 1.10882 0.09562 0.607
O -2.89249 0.79824 -1.69967 -0.411
I -3.55985 1.31816 2.74278 0.227
S -5.42580 0.35759 -0.33546 0.553
O -5.85845 1.01294 -1.56782 -0.421
O -6.34488 0.30151 0.79008 -0.444
C -5.33500 -1.46276 -0.83478 -0.662
F -5.18367 -2.23385 0.27276 0.083
F -4.29477 -1.71549 -1.66680 0.082
F -6.47404 -1.83386 -1.46478 0.095
C 2.97076 -0.23779 -0.33608 -0.233
C 4.29255 0.06355 0.01654 -0.101
C 5.18936 0.59711 -0.89624 -0.100
C 4.77844 0.85070 -2.19989 -0.099
C 3.47166 0.56240 -2.57575 -0.089
C 2.58255 0.02740 -1.65516 -0.088
H 2.27682 0.60775 2.76902 0.033
H 3.32771 -0.80759 2.77507 0.022
H 1.68206 -0.94472 3.38006 0.037
H 2.68465 -3.24123 1.16688 0.027
H 0.93843 -3.22286 1.43785 0.031
H 1.57224 -3.18242 -0.21066 0.030
H -0.69071 -1.00795 0.91102 0.069
H -0.13453 -0.24488 -0.55187 0.073
H -0.56064 1.03674 2.15440 0.065
H 0.71058 1.70020 1.13497 0.112
H -3.73539 2.48692 -0.10924 0.014
H -2.73918 -0.34876 0.34878 -0.011
H -3.55532 1.31329 -2.17396 0.000
H 4.63314 -0.11696 1.02934 0.087
H 6.20221 0.82385 -0.59217 0.095
H 5.47084 1.27626 -2.91350 0.095
H 3.13627 0.76284 -3.58450 0.100
H 1.56639 -0.16901 -1.97530 0.098
```

Properties
LUMO = 2.49 eV
HOMO level = -5.55 eV
charge = -1
frontier orbital gap = 0.2955 Ha

What did the first record say?
Below is 2 unconnected molecules or ions with the total composition C4H6Cl3O3P in a non-equilibrium geometry, with properties calculated with ωB97M-V/def2-TZVPD.

```
17
Properties=species:S:1:pos:R:3:lowdin_charge:R:1
C 0.36279 0.09313 -2.30325 -0.133
C 1.07729 -0.44216 -1.04513 -0.197
C -0.72656 -0.02690 2.68715 -0.900
C 0.26048 -1.07922 0.05505 -0.682
O 0.58596 -1.77194 0.99818 -0.076
O 1.92354 -0.32577 2.70386 -0.361
O 0.62375 -2.32221 3.59053 -0.376
P 0.66917 -1.02819 2.87317 0.246
Cl -4.12579 7.75020 -4.72285 -1.000
Cl -2.26816 -0.64176 3.04873 0.400
Cl -1.49789 -0.90507 -0.17521 0.704
H -0.71776 0.42057 -2.03870 0.052
H 0.35778 -0.66697 -3.09272 0.063
H 0.75601 1.00772 -2.83933 0.082
H 1.73835 -1.16869 -1.38889 0.093
H 1.72515 0.20709 -0.51696 0.115
H -0.74411 0.90019 2.16637 -0.029
```

Properties
LUMO (spin up / spin down) = 4.31 / 4.31 eV
HOMO level (spin up / spin down) = -1.32 / -1.32 eV
charge = -2
frontier orbital gap (spin up / spin down) = 0.2068 / 0.2068 Ha